1.
The following is a quantum chemistry calculation of C3H7N3 in the gas phase at a distorted geometry, from the Open Molecules 2025 dataset.

Output
energy above the lowest of the compared OMol25 structures with the same formula, charge and spin = 81.2 kcal/mol
net charge = 0
frontier orbital gap = 9.1361 eV
multiplicity = 1

Last column: Mulliken charge in e.
Element x y z (Å)
C -1.137 0.998 0.242  -0.3159
C -1.538 -0.263 0.490  -0.4819
C 0.343 1.066 0.190  -0.3322
N -0.478 -1.197 0.432  -0.4213
N 0.856 -0.409 0.242  -0.0463
N 1.332 -0.719 -1.049  -0.5733
H -1.694 1.892 -0.165  0.2782
H -2.416 -0.627 0.716  0.5913
H 0.627 1.483 -0.846  0.2541
H 0.820 1.614 0.910  0.3363
H -0.255 -1.763 1.231  0.2419
H 2.277 -0.338 -1.099  0.2097
H 1.261 -1.736 -1.295  0.2594

2.
The following is a quantum chemistry calculation of a molecular structure, C14H35FN5O4Pt at a distorted geometry, from the Open Molecules 2025 dataset.

Output
net charge = +1
frontier orbital gap (alpha / beta) = 6.1180 / 4.4116 eV
multiplicity = 3
<S²> = 2.00

Last column: Mulliken spin population.
Element x y z (Å)
Pt 3.273 -1.168 -1.410  1.6869
F 1.655 0.171 -0.890  0.1293
C -1.085 -0.181 1.313  -0.0004
C -2.457 0.492 1.750  -0.0003
N -3.715 -0.129 1.302  0.0000
C -3.848 -0.579 -0.107  -0.0003
C -3.740 0.623 -1.056  0.0001
C -5.041 0.269 1.901  0.0000
C -5.092 0.434 3.417  0.0000
H -0.263 0.360 1.779  -0.0006
H -0.943 -0.104 0.235  0.0020
H -1.049 -1.255 1.500  0.0001
H -2.511 0.366 2.831  0.0000
H -2.517 1.525 1.409  0.0000
H -4.804 -1.075 -0.277  0.0000
H -3.016 -1.261 -0.283  0.0002
H -4.720 1.100 -1.034  0.0000
H -3.456 0.359 -2.074  0.0000
H -2.974 1.294 -0.667  -0.0001
H -5.470 1.160 1.444  0.0000
H -5.675 -0.594 1.692  0.0000
H -6.113 0.317 3.779  0.0000
H -4.556 -0.388 3.890  0.0000
H -4.609 1.362 3.722  0.0000
O -1.915 2.489 -3.031  0.0008
C -0.791 2.278 -2.696  -0.0002
N -0.472 1.051 -2.277  0.0035
C 0.274 3.362 -2.614  -0.0005
H -1.274 0.438 -2.248  -0.0010
H 0.332 0.817 -1.712  0.0025
H -0.172 4.254 -2.175  0.0000
H 0.665 3.475 -3.625  0.0000
H 1.021 2.987 -1.914  0.0001
O 4.746 0.520 -1.324  0.0622
C 4.885 1.706 -1.085  -0.0051
N 3.824 2.464 -0.756  0.0003
C 6.306 2.307 -1.107  0.0041
H 2.967 1.930 -0.709  0.0019
H 3.986 3.368 -0.337  0.0003
H 7.044 1.519 -0.955  0.0002
H 6.437 2.905 -0.205  0.0005
H 6.408 2.980 -1.958  -0.0004
O 1.688 -2.767 -1.936  0.0331
C 0.608 -3.205 -1.555  0.0018
N -0.332 -2.400 -1.053  0.0021
C 0.370 -4.661 -1.891  0.0029
H -0.097 -1.428 -0.912  0.0024
H -1.118 -2.969 -0.771  -0.0002
H 0.978 -4.924 -2.756  0.0002
H -0.658 -4.983 -2.056  0.0000
H 0.834 -5.273 -1.118  0.0001
O 3.691 -1.476 0.730  0.0323
C 3.137 -1.486 1.812  0.0256
N 2.814 -2.605 2.416  0.0146
C 2.864 -0.205 2.497  -0.0037
H 2.173 -2.713 3.189  0.0009
H 3.024 -3.455 1.911  -0.0007
H 2.223 -0.252 3.377  0.0003
H 2.443 0.606 1.902  0.0005
H 3.814 0.248 2.778  0.0014

3.
The following is a quantum chemistry calculation of a molecular structure, C31H45BN9RuS4Se, from the Open Molecules 2025 dataset.

Output
energy above the lowest of the compared OMol25 structures with the same formula, charge and spin = 4.2 kcal/mol
net charge = +2
frontier orbital gap (alpha / beta) = 5.6796 / 5.7429 eV
multiplicity = 2
<S²> = 0.77

Last column: Mulliken spin population.
Element x y z (Å)
Ru 2.843 -0.732 1.008  0.8333
C 0.325 2.746 4.067  0.0006
C -0.236 1.594 3.309  0.0042
C -1.422 0.977 3.604  -0.0010
C -1.850 -0.172 2.899  -0.0024
N -1.177 -0.619 1.861  0.0035
N -0.055 0.012 1.542  0.0054
B 0.748 -0.419 0.296  -0.1064
N 0.188 -1.692 -0.365  0.0101
N -0.966 -1.500 -1.010  -0.0002
C -1.513 -2.509 -1.637  -0.0011
C -0.916 -3.795 -1.599  0.0078
C 0.264 -4.001 -0.944  -0.0046
C 0.951 -5.318 -0.876  -0.0032
C 0.842 -2.853 -0.328  0.0118
S 2.359 -2.948 0.444  0.0133
C -2.759 -2.181 -2.445  -0.0007
C -3.807 -1.534 -1.535  0.0009
C -2.350 -1.187 -3.538  0.0002
C -3.361 -3.428 -3.095  -0.0003
N 0.703 0.747 -0.754  0.0341
N -0.424 1.431 -0.840  0.0247
C -0.502 2.380 -1.748  -0.0082
C 0.580 2.643 -2.618  0.0043
C 1.758 1.947 -2.517  0.0131
C 2.942 2.196 -3.384  0.0108
C 1.792 0.979 -1.490  -0.0296
S 3.205 0.032 -1.088  0.1974
C -1.781 3.189 -1.822  0.0022
C -1.443 4.645 -1.475  0.0016
C -2.335 3.107 -3.251  0.0003
C -2.818 2.654 -0.839  0.0014
C 0.496 0.999 2.261  -0.0006
S 2.118 1.397 1.809  0.0257
C -3.079 -0.931 3.348  0.0015
C -3.385 -2.088 2.402  0.0004
C -2.797 -1.480 4.755  0.0002
C -4.277 0.026 3.384  0.0001
H -0.434 3.206 4.694  0.0002
H 0.725 3.501 3.390  0.0009
H 1.145 2.409 4.704  0.0000
H -2.024 1.338 4.425  0.0007
H -1.387 -4.615 -2.116  0.0002
H 0.420 -6.059 -1.467  0.0000
H 1.002 -5.670 0.155  0.0007
H 1.974 -5.240 -1.244  0.0006
H -3.385 -0.693 -0.986  0.0001
H -4.205 -2.252 -0.820  0.0000
H -4.636 -1.172 -2.141  -0.0001
H -1.922 -0.287 -3.095  0.0002
H -3.225 -0.904 -4.119  -0.0002
H -1.618 -1.619 -4.221  0.0002
H -3.645 -4.179 -2.357  0.0000
H -2.686 -3.885 -3.819  0.0000
H -4.265 -3.148 -3.635  0.0001
H 0.479 3.422 -3.360  0.0018
H 2.728 2.981 -4.105  -0.0003
H 3.223 1.295 -3.927  0.0019
H 3.798 2.502 -2.782  -0.0012
H -0.732 5.081 -2.176  -0.0001
H -1.028 4.724 -0.470  0.0003
H -2.348 5.247 -1.514  -0.0002
H -1.679 3.584 -3.977  0.0001
H -3.293 3.623 -3.296  -0.0001
H -2.497 2.075 -3.559  0.0004
H -2.468 2.721 0.190  -0.0007
H -3.063 1.613 -1.040  -0.0003
H -3.727 3.244 -0.930  -0.0001
H -2.555 -2.789 2.337  -0.0004
H -3.604 -1.728 1.400  -0.0004
H -4.256 -2.626 2.774  0.0001
H -1.944 -2.159 4.747  0.0001
H -3.664 -2.031 5.114  -0.0002
H -2.595 -0.684 5.471  0.0000
H -4.447 0.485 2.411  0.0000
H -4.157 0.817 4.123  0.0000
H -5.173 -0.530 3.653  0.0000
S 4.929 -1.796 0.589  -0.0426
C 5.977 -0.404 0.383  -0.0048
N 6.587 -0.115 -0.756  0.0004
C 7.450 1.058 -0.623  0.0020
C 7.346 1.368 0.888  0.0002
N 6.342 0.409 1.349  -0.0052
H 6.491 -0.687 -1.579  0.0005
H 7.078 1.873 -1.246  -0.0001
H 8.468 0.817 -0.923  0.0000
H 7.022 2.387 1.097  -0.0006
H 8.288 1.185 1.406  -0.0002
H 5.925 0.379 2.292  0.0004
Se 2.173 -1.669 3.298  -0.0216
C 3.640 -0.682 3.774  -0.0044
N 4.595 -0.033 3.831  0.0209

4.
The following is a quantum chemistry calculation of 2 unconnected molecules or ions with the total composition C3H10NO3 at a distorted geometry, from the Open Molecules 2025 dataset.

Output
energy above the lowest of the compared OMol25 structures with the same formula, charge and spin = 33.9 kcal/mol
net charge = +1
frontier orbital gap = 11.9166 eV
multiplicity = 1

Last column: Mulliken charge in e.
Element x y z (Å)
O -1.687 0.151 0.420  -0.4576
C -1.087 -1.060 0.247  0.3879
C 0.162 -0.770 -0.656  -0.6109
N 0.371 0.692 -0.948  -0.0591
C 1.690 0.818 -1.648  -0.9081
O -1.368 -2.067 0.789  -0.4212
H -2.655 0.158 0.426  0.3550
H 0.285 -1.323 -1.595  0.4876
H 0.962 -1.081 -0.015  0.3765
H -0.387 1.052 -1.547  0.3495
H 0.364 1.143 -0.007  0.4610
H 2.028 1.864 -1.434  0.3383
H 1.730 0.636 -2.724  0.3753
H 2.433 0.136 -1.289  0.3456
H 1.964 1.827 2.013  0.3045
H 0.921 0.939 2.315  0.3076
O 1.178 1.488 1.551  -0.6320

- What is the net charge in the first record?
  0